[1]
The following is a quantum chemistry calculation of a single C7H11N molecule in a non-equilibrium geometry, from OMol25.

The geometry in XYZ format:
```
19
C7H11N, DFT the ωB97M-V functional and the def2-TZVPD basis
C 0.114 2.363 2.941
C 0.877 1.446 2.396
C 0.750 0.958 1.056
C -0.261 1.175 0.035
C -0.288 0.441 -1.240
C -0.758 -0.977 -1.453
C 0.138 -1.906 -1.852
N -0.078 -3.321 -1.865
H -0.763 2.779 2.597
H 0.137 2.604 4.009
H 1.656 0.863 2.959
H 1.369 0.079 0.765
H -1.069 1.973 0.287
H -0.987 1.106 -1.799
H 0.774 0.494 -1.809
H -1.710 -1.458 -1.180
H 1.185 -1.498 -2.008
H -0.448 -3.580 -2.798
H -0.638 -3.541 -1.042
```

Summary:
**Electronic energy**: -327.9454 hartree
**ΔE to the lowest compared entry with this formula, charge and spin**: 3.8802 eV
**Kohn-Sham gap**: 0.320 Ha
**Total charge**: 0

Need the Mulliken charges? In units of e they are: atom 1 (C): -0.824, atom 2 (C): -0.047, atom 3 (C): -0.241, atom 4 (C): -0.008, atom 5 (C): -0.852, atom 6 (C): -0.170, atom 7 (C): -0.134, atom 8 (N): -0.571, atom 9 (H): 0.285, atom 10 (H): 0.236, atom 11 (H): 0.238, atom 12 (H): 0.246, atom 13 (H): 0.206, atom 14 (H): 0.324, atom 15 (H): 0.274, atom 16 (H): 0.295, atom 17 (H): 0.216, atom 18 (H): 0.277, atom 19 (H): 0.251

=====

[2]
The following is a quantum chemistry calculation of a single C7H11N molecule in a non-equilibrium geometry, from OMol25.

The geometry in XYZ format:
```
19
C7H11N, DFT the ωB97M-V functional and the def2-TZVPD basis
N -1.927 -0.988 -0.392
C -0.905 -0.128 0.149
C -1.316 1.165 0.582
C -0.335 0.997 -0.697
C 1.071 1.198 -0.338
C 1.492 -0.026 0.334
C 1.166 -1.297 -0.375
C 0.298 -0.799 0.745
H -2.438 -1.308 0.386
H -1.509 -1.807 -0.867
H -0.861 1.559 1.505
H -2.308 1.449 0.360
H -0.728 1.163 -1.696
H 1.289 1.995 0.359
H 1.727 1.552 -1.165
H 2.378 -0.043 0.984
H 1.936 -2.098 -0.161
H 0.776 -1.246 -1.353
H 0.192 -1.339 1.639
```

Summary:
**Electronic energy**: -328.0036 hartree
**ΔE to the lowest compared entry with this formula, charge and spin**: 2.2954 eV
**Kohn-Sham gap**: 0.369 Ha
**Total charge**: 0

Need the Mulliken charges? In units of e they are: atom 1 (N): -0.655, atom 2 (C): 0.974, atom 3 (C): -1.191, atom 4 (C): -0.479, atom 5 (C): -0.917, atom 6 (C): -0.123, atom 7 (C): -0.703, atom 8 (C): -0.585, atom 9 (H): 0.280, atom 10 (H): 0.304, atom 11 (H): 0.223, atom 12 (H): 0.377, atom 13 (H): 0.415, atom 14 (H): 0.343, atom 15 (H): 0.368, atom 16 (H): 0.378, atom 17 (H): 0.273, atom 18 (H): 0.281, atom 19 (H): 0.438

=====

[3]
The following is a quantum chemistry calculation of a single C7H11N molecule in a non-equilibrium geometry, from OMol25.

The geometry in XYZ format:
```
19
C7H11N, DFT the ωB97M-V functional and the def2-TZVPD basis
C 0.434 -2.065 0.090
C -0.252 -1.015 -0.391
C -0.116 0.427 0.351
C -1.559 0.841 0.664
C 0.759 0.520 1.596
C 0.457 1.154 -0.816
C 0.559 0.306 -1.846
N 0.589 0.116 -3.072
H 0.084 -3.079 -0.034
H 1.364 -1.954 0.627
H -1.203 -1.203 -0.877
H -1.557 1.859 1.057
H -1.993 0.174 1.409
H -2.178 0.823 -0.231
H 0.823 1.565 1.903
H 1.772 0.177 1.392
H 0.342 -0.069 2.412
H 0.745 2.194 -0.800
H 0.927 -0.769 -3.435
```

Summary:
**Electronic energy**: -327.9441 hartree
**ΔE to the lowest compared entry with this formula, charge and spin**: 3.9148 eV
**Kohn-Sham gap**: 0.286 Ha
**Total charge**: 0

Need the Mulliken charges? In units of e they are: atom 1 (C): -0.737, atom 2 (C): -0.681, atom 3 (C): 2.044, atom 4 (C): -1.667, atom 5 (C): -1.840, atom 6 (C): -1.132, atom 7 (C): 0.506, atom 8 (N): -0.592, atom 9 (H): 0.298, atom 10 (H): 0.226, atom 11 (H): 0.383, atom 12 (H): 0.410, atom 13 (H): 0.380, atom 14 (H): 0.427, atom 15 (H): 0.448, atom 16 (H): 0.440, atom 17 (H): 0.401, atom 18 (H): 0.409, atom 19 (H): 0.277

=====

[4]
The following is a quantum chemistry calculation of a single C7H11N molecule in a non-equilibrium geometry, from OMol25.

The geometry in XYZ format:
```
19
C7H11N, DFT the ωB97M-V functional and the def2-TZVPD basis
C -0.044 -2.310 -0.570
C -0.180 -1.414 0.677
C -0.405 0.031 0.199
C -0.385 1.162 1.510
N -0.219 0.920 2.794
C 0.633 1.058 0.415
C -0.389 0.623 -1.010
C 0.123 1.613 -1.957
H 0.783 -1.876 -1.137
H 0.190 -3.376 -0.477
H -0.992 -2.228 -1.095
H 0.704 -1.263 1.289
H -1.009 -1.806 1.278
H -1.277 1.768 1.263
H 0.166 0.012 3.033
H 1.662 1.312 0.621
H -0.132 2.642 -1.691
H 1.173 1.556 -2.216
H -0.403 1.575 -2.927
```

Summary:
**Electronic energy**: -327.7833 hartree
**ΔE to the lowest compared entry with this formula, charge and spin**: 8.2894 eV
**Kohn-Sham gap**: 0.262 Ha
**Total charge**: 0

Need the Mulliken charges? In units of e they are: atom 1 (C): -1.268, atom 2 (C): -0.410, atom 3 (C): 0.871, atom 4 (C): 0.189, atom 5 (N): -0.822, atom 6 (C): -0.651, atom 7 (C): -0.124, atom 8 (C): -1.339, atom 9 (H): 0.316, atom 10 (H): 0.369, atom 11 (H): 0.297, atom 12 (H): 0.379, atom 13 (H): 0.243, atom 14 (H): 0.347, atom 15 (H): 0.230, atom 16 (H): 0.347, atom 17 (H): 0.348, atom 18 (H): 0.316, atom 19 (H): 0.361

=====

[5]
The following is a quantum chemistry calculation of a single C7H11N molecule in a non-equilibrium geometry, from OMol25.

The geometry in XYZ format:
```
19
C7H11N, DFT the ωB97M-V functional and the def2-TZVPD basis
C 1.263 -2.163 -1.741
C -0.008 -1.300 -1.800
C -0.126 -0.269 -0.712
C 1.014 0.348 -0.259
N 0.696 1.095 0.868
C -0.622 0.813 1.224
C -1.222 1.794 2.189
C -1.126 -0.025 0.285
H 1.270 -3.084 -2.331
H 2.169 -1.625 -2.000
H 1.339 -2.491 -0.702
H -0.889 -1.923 -1.967
H 0.016 -0.700 -2.726
H 1.977 0.502 -0.714
H 1.317 1.680 1.387
H -1.146 1.425 3.217
H -0.684 2.740 2.164
H -2.248 2.023 1.908
H -2.091 -0.503 0.301
```

Summary:
**Electronic energy**: -328.0604 hartree
**ΔE to the lowest compared entry with this formula, charge and spin**: 0.7510 eV
**Kohn-Sham gap**: 0.326 Ha
**Total charge**: 0

Need the Mulliken charges? In units of e they are: atom 1 (C): -1.141, atom 2 (C): -0.457, atom 3 (C): 0.616, atom 4 (C): -0.698, atom 5 (N): -0.041, atom 6 (C): 0.269, atom 7 (C): -1.170, atom 8 (C): -0.799, atom 9 (H): 0.359, atom 10 (H): 0.263, atom 11 (H): 0.337, atom 12 (H): 0.348, atom 13 (H): 0.248, atom 14 (H): 0.370, atom 15 (H): 0.185, atom 16 (H): 0.259, atom 17 (H): 0.339, atom 18 (H): 0.316, atom 19 (H): 0.396

=====

[6]
The following is a quantum chemistry calculation of 2 unconnected molecules or ions with the total composition C7H11N2O2 in a non-equilibrium geometry, from OMol25.

The geometry in XYZ format:
```
22
C7H11N2O2, DFT the ωB97M-V functional and the def2-TZVPD basis
C 0.870 0.540 0.634
C 1.230 -0.718 0.248
C 1.373 -1.192 -1.000
C -3.278 0.346 0.408
C -2.061 -0.410 0.180
C 1.649 -1.777 1.273
C 1.067 1.866 -1.480
N -1.313 -1.233 -0.276
N 0.810 1.699 0.010
O 1.413 -1.675 -2.032
O -1.907 0.640 0.955
H 0.841 0.655 1.702
H -3.601 1.162 -0.205
H -4.035 -0.077 1.042
H 1.870 -2.685 0.717
H 0.868 -1.898 2.026
H 2.594 -1.409 1.843
H 1.732 1.015 -1.928
H 0.048 2.006 -1.846
H 1.513 2.809 -1.754
H -1.783 -1.945 -0.821
H 0.102 2.280 0.305
```

Summary:
**Electronic energy**: -532.9445 hartree
**ΔE to the lowest compared entry with this formula, charge and spin**: 2.9916 eV
**Kohn-Sham gap**: 0.321 Ha
**Total charge**: +1

Need the Mulliken charges? In units of e they are: atom 1 (C): 0.033, atom 2 (C): 0.532, atom 3 (C): 0.362, atom 4 (C): -0.240, atom 5 (C): 0.392, atom 6 (C): -1.545, atom 7 (C): -0.803, atom 8 (N): -0.421, atom 9 (N): -0.169, atom 10 (O): -0.230, atom 11 (O): -0.409, atom 12 (H): 0.465, atom 13 (H): 0.244, atom 14 (H): 0.239, atom 15 (H): 0.456, atom 16 (H): 0.347, atom 17 (H): 0.319, atom 18 (H): 0.272, atom 19 (H): 0.324, atom 20 (H): 0.322, atom 21 (H): 0.230, atom 22 (H): 0.281